[1]
C2O3 | the ωB97M-V functional and the def2-TZVPD basis

The geometry in ORCA input format:
```
! wB97M-V def2-TZVPD RIJCOSX def2/J DEFGRID3
* xyz 0 1
C -1.87 -0.22 0.04
C 1.32 -0.23 0.05
O -2.17 0.88 -0.06
O 0.37 0.22 -0.37
O 2.35 -0.66 0.35
*
```

Computed properties:
HOMO in eV: -12.5
Total energy in eV: -8216.491
Energy relative to the best compared isomer or geometry (same formula, charge and spin) in kcal/mol: 8.14
Molar mass in g mol⁻¹: 72.02

How is the electron density shared among the atoms? According to natural (NBO), the charges in e are: atom 1 (C): 0.501, atom 2 (C): 1.032, atom 3 (O): -0.510, atom 4 (O): -0.521, atom 5 (O): -0.502


[2]
C2O3S | the ωB97M-V functional and the def2-TZVPD basis

The geometry in ORCA input format:
```
! wB97M-V def2-TZVPD RIJCOSX def2/J DEFGRID3
* xyz 0 1
O -0.76 -2.66 -0.64
C -0.61 -1.45 -0.24
C -0.36 -0.37 0.40
S 0.33 1.11 0.16
O 1.52 1.19 -0.64
O -0.13 2.18 0.96
*
```

Computed properties:
HOMO in eV: -10.6
SMILES: O=C=C=S(=O)=O
Total energy in eV: -19047.278
Energy relative to the best compared isomer or geometry (same formula, charge and spin) in kcal/mol: 127.15
Molar mass in g mol⁻¹: 104.09

How is the electron density shared among the atoms? According to natural (NBO), the charges in e are: atom 1 (O): -0.471, atom 2 (C): 0.689, atom 3 (C): -0.819, atom 4 (S): 2.166, atom 5 (O): -0.783, atom 6 (O): -0.782


[3]
C30H15Br4Cl3F12NO4SSiTaTe | the ωB97M-V functional and the def2-TZVPD basis

The geometry in ORCA input format:
```
! wB97M-V def2-TZVPD RIJCOSX def2/J DEFGRID3
* xyz -2 1
Ta 0.08 -1.13 0.00
C -3.52 2.58 5.32
C -2.80 2.10 4.09
C -2.71 2.87 2.94
C -2.09 2.39 1.80
C -1.52 1.10 1.72
N -0.93 0.67 0.52
C -1.21 1.49 -0.61
C -2.53 1.68 -1.01
C -2.84 2.41 -2.14
C -1.84 2.97 -2.92
C -2.15 3.71 -4.19
C -0.52 2.76 -2.54
C -0.20 2.03 -1.40
C 1.23 1.60 -1.06
O 1.28 0.26 -0.78
C 1.78 2.41 0.17
F 1.95 3.72 -0.14
F 0.95 2.39 1.21
F 2.96 1.94 0.58
C 2.23 1.81 -2.25
F 2.43 3.11 -2.58
F 1.79 1.21 -3.35
F 3.43 1.30 -1.96
C -1.52 0.37 2.92
C -2.16 0.87 4.05
C -0.71 -0.91 3.06
O -0.40 -1.48 1.87
C -1.46 -2.02 3.86
F -0.87 -3.21 3.70
F -1.51 -1.80 5.20
F -2.72 -2.13 3.44
C 0.62 -0.56 3.81
F 1.40 -1.63 3.98
F 0.41 -0.03 5.04
F 1.31 0.35 3.12
H -4.60 2.54 5.19
H -3.26 3.62 5.55
H -3.26 1.97 6.19
H -3.12 3.87 2.92
H -2.02 3.04 0.95
H -3.32 1.21 -0.43
H -3.88 2.52 -2.44
H -3.22 3.90 -4.28
H -1.84 3.13 -5.06
H -1.63 4.67 -4.24
H 0.26 3.17 -3.16
H -2.15 0.28 4.96
Br 5.14 -5.99 -0.98
C 4.16 -4.49 -0.35
C 4.70 -3.65 0.62
Br 6.43 -3.96 1.31
C 3.96 -2.55 1.08
Br 4.60 -1.36 2.40
C 2.70 -2.31 0.57
O 1.88 -1.37 0.95
C 2.17 -3.15 -0.42
O 0.95 -2.80 -0.84
C 2.88 -4.25 -0.86
Br 2.05 -5.34 -2.15
Te -1.20 -1.39 -2.67
C 0.33 -1.14 -4.10
C 1.59 -1.65 -4.15
C 2.29 -1.30 -5.35
C 1.55 -0.54 -6.20
S 0.00 -0.23 -5.53
H 2.00 -2.26 -3.36
H 3.31 -1.61 -5.56
H 1.83 -0.16 -7.16
Cl -2.27 -2.31 0.06
Si -1.43 -4.61 0.59
Cl -3.17 -5.20 1.74
Cl -2.01 -5.49 -1.28
*
```

Computed properties:
HOMO in eV: -2.3
Total energy in eV: -418951.547
Energy relative to the best compared isomer or geometry (same formula, charge and spin) in kcal/mol: 18.54
Molar mass in g mol⁻¹: 1476.11

How is the electron density shared among the atoms? According to Löwdin, the charges in e are: atom 1 (Ta): 1.619, atom 2 (C): -0.066, atom 3 (C): -0.281, atom 4 (C): -0.049, atom 5 (C): -0.022, atom 6 (C): -0.188, atom 7 (N): -0.097, atom 8 (C): -0.319, atom 9 (C): -0.063, atom 10 (C): -0.045, atom 11 (C): -0.270, atom 12 (C): -0.056, atom 13 (C): 0.020, atom 14 (C): -0.084, atom 15 (C): -0.281, atom 16 (O): -0.257, atom 17 (C): -0.528, atom 18 (F): 0.137, atom 19 (F): 0.169, atom 20 (F): 0.164, atom 21 (C): -0.546, atom 22 (F): 0.127, atom 23 (F): 0.154, atom 24 (F): 0.169, atom 25 (C): -0.059, atom 26 (C): 0.006, atom 27 (C): -0.312, atom 28 (O): -0.348, atom 29 (C): -0.552, atom 30 (F): 0.143, atom 31 (F): 0.125, atom 32 (F): 0.141, atom 33 (C): -0.542, atom 34 (F): 0.156, atom 35 (F): 0.137, atom 36 (F): 0.162, atom 37 (H): 0.072, atom 38 (H): 0.069, atom 39 (H): 0.070, atom 40 (H): 0.107, atom 41 (H): 0.108, atom 42 (H): 0.127, atom 43 (H): 0.107, atom 44 (H): 0.067, atom 45 (H): 0.075, atom 46 (H): 0.073, atom 47 (H): 0.117, atom 48 (H): 0.113, atom 49 (Br): 0.661, atom 50 (C): -0.754, atom 51 (C): -0.752, atom 52 (Br): 0.662, atom 53 (C): -0.630, atom 54 (Br): 0.766, atom 55 (C): -0.379, atom 56 (O): -0.205, atom 57 (C): -0.396, atom 58 (O): -0.375, atom 59 (C): -0.640, atom 60 (Br): 0.756, atom 61 (Te): 0.842, atom 62 (C): -1.011, atom 63 (C): -0.252, atom 64 (C): -0.216, atom 65 (C): -0.463, atom 66 (S): 0.868, atom 67 (H): 0.081, atom 68 (H): 0.091, atom 69 (H): 0.044, atom 70 (Cl): -0.032, atom 71 (Si): -0.182, atom 72 (Cl): -0.036, atom 73 (Cl): -0.018


[4]
C30H20Br5N3O3PdSbSe4Te | the ωB97M-V functional and the def2-TZVPD basis

The geometry in ORCA input format:
```
! wB97M-V def2-TZVPD RIJCOSX def2/J DEFGRID3
* xyz -1 1
Pd -0.52 0.65 1.50
Br 1.21 2.75 -11.46
C 0.96 2.47 -9.60
C 0.16 3.35 -8.89
C -0.03 3.13 -7.53
C 0.57 2.05 -6.89
C 1.37 1.18 -7.63
C 1.57 1.39 -8.98
N 0.30 1.92 -5.50
N 0.87 0.94 -4.98
C 0.70 0.69 -3.62
C 1.46 -0.38 -3.16
C 1.46 -0.82 -1.85
C 0.65 -0.20 -0.90
O 0.60 -0.59 0.32
C -0.15 0.92 -1.35
N -0.93 1.50 -0.38
C -1.67 2.54 -0.68
C -1.71 3.07 -1.98
C -0.97 2.49 -2.97
C -0.14 1.38 -2.68
H -0.31 4.19 -9.38
H -0.65 3.80 -6.95
H 1.84 0.35 -7.13
H 2.20 0.73 -9.56
H 2.08 -0.88 -3.90
H 2.07 -1.65 -1.54
H -2.26 2.97 0.11
H -2.35 3.92 -2.17
H -1.00 2.87 -3.97
Br 6.62 2.68 3.90
C 5.16 1.50 3.74
C 5.37 0.13 3.74
Br 7.11 -0.60 3.96
C 4.28 -0.73 3.59
Br 4.46 -2.61 3.60
C 3.01 -0.22 3.41
O 1.96 -1.05 3.18
C 2.76 1.17 3.48
O 1.53 1.57 3.40
C 3.87 2.01 3.62
Br 3.51 3.86 3.63
C -3.46 -5.74 4.26
C -2.60 -4.54 3.95
C -1.28 -4.48 4.33
C -0.50 -3.35 4.10
C 0.93 -3.41 4.57
C -1.05 -2.23 3.46
Te 0.16 -0.34 3.66
C -2.37 -2.31 2.98
C -3.07 -1.29 2.12
C -3.11 -3.46 3.26
H -2.85 -6.61 4.49
H -4.11 -5.99 3.41
H -4.11 -5.54 5.11
H -0.83 -5.33 4.83
H 1.17 -4.41 4.95
H 1.13 -2.70 5.38
H 1.63 -3.19 3.77
H -2.41 -0.87 1.36
H -3.47 -0.46 2.70
H -3.91 -1.77 1.61
H -4.14 -3.49 2.90
Se -5.24 3.02 1.07
Sb -3.54 3.31 2.90
Se -4.55 3.94 4.96
Se -3.82 5.00 1.08
Se -1.64 1.78 3.21
*
```

Computed properties:
HOMO in eV: -5.3
Total energy in eV: -670958.269
Energy relative to the best compared isomer or geometry (same formula, charge and spin) in kcal/mol: 14.58
Molar mass in g mol⁻¹: 1541.65

How is the electron density shared among the atoms? According to natural (NBO), the charges in e are: atom 1 (Pd): 0.528, atom 2 (Br): 0.036, atom 3 (C): -0.089, atom 4 (C): -0.231, atom 5 (C): -0.223, atom 6 (C): 0.187, atom 7 (C): -0.234, atom 8 (C): -0.235, atom 9 (N): -0.284, atom 10 (N): -0.175, atom 11 (C): 0.063, atom 12 (C): -0.114, atom 13 (C): -0.341, atom 14 (C): 0.412, atom 15 (O): -0.690, atom 16 (C): 0.084, atom 17 (N): -0.462, atom 18 (C): 0.078, atom 19 (C): -0.254, atom 20 (C): -0.126, atom 21 (C): -0.083, atom 22 (H): 0.224, atom 23 (H): 0.223, atom 24 (H): 0.239, atom 25 (H): 0.224, atom 26 (H): 0.219, atom 27 (H): 0.228, atom 28 (H): 0.212, atom 29 (H): 0.227, atom 30 (H): 0.251, atom 31 (Br): 0.077, atom 32 (C): -0.139, atom 33 (C): -0.180, atom 34 (Br): 0.071, atom 35 (C): -0.171, atom 36 (Br): 0.072, atom 37 (C): 0.256, atom 38 (O): -0.779, atom 39 (C): 0.281, atom 40 (O): -0.779, atom 41 (C): -0.189, atom 42 (Br): 0.077, atom 43 (C): -0.625, atom 44 (C): -0.002, atom 45 (C): -0.227, atom 46 (C): -0.046, atom 47 (C): -0.652, atom 48 (C): -0.229, atom 49 (Te): 1.379, atom 50 (C): -0.037, atom 51 (C): -0.637, atom 52 (C): -0.226, atom 53 (H): 0.212, atom 54 (H): 0.215, atom 55 (H): 0.218, atom 56 (H): 0.199, atom 57 (H): 0.212, atom 58 (H): 0.215, atom 59 (H): 0.257, atom 60 (H): 0.222, atom 61 (H): 0.229, atom 62 (H): 0.211, atom 63 (H): 0.199, atom 64 (Se): -0.271, atom 65 (Sb): 1.010, atom 66 (Se): -0.588, atom 67 (Se): -0.260, atom 68 (Se): -0.471